14
Properties=species:S:1:pos:R:3:forces:R:3 method="wB97M-V/def2-TZVPD" e_above_lowest_kcal_mol=80.1 total_energy_ha=-546.73556 orbital_gap_ev=8.698 homo_energy_ev=-13.55 lumo_energy_ev=-4.85 smiles="C=[N+]1[C@H](I)C12CC2" total_charge=+1
C 2.05788 0.13117 0.50344 -0.4002 -2.1817 2.7883
N 0.96264 0.15205 -0.10936 0.5347 0.8200 -1.6909
C 0.47169 1.04791 -1.17838 -2.0414 -0.7503 5.6729
I 0.67507 3.10603 -0.95269 -0.0562 -0.5803 -0.1791
C -0.43528 -0.10083 -0.10170 2.8211 2.9337 -1.5673
C -1.36364 -0.34760 0.98145 -1.6496 0.5118 0.2194
C -1.37492 -1.15191 -0.35644 -3.1062 3.8295 -0.8992
H 2.14700 -0.52106 1.40989 -0.1878 0.5120 -0.8987
H 2.92232 0.69492 0.27449 0.4332 0.8594 -0.8072
H 0.54281 0.51542 -2.02887 0.0308 -1.0853 -3.3208
H -2.16941 0.40990 1.06802 0.5466 -0.6489 0.1309
H -1.07938 -0.84138 1.94373 0.0234 0.4551 -1.1706
H -1.14264 -2.09867 -0.32700 1.6699 -4.9303 0.3349
H -2.21415 -0.99594 -1.12658 1.3816 0.2552 1.3875

67
Properties=species:S:1:pos:R:3:forces:R:3 method="wB97M-V/def2-TZVPD" e_above_lowest_kcal_mol=21.2 total_energy_ha=-3030.60556 orbital_gap_ev="11.129 / 10.620" homo_energy_ev="-15.53 / -15.45" lumo_energy_ev="-4.40 / -4.83" s_squared=3.754 spin_multiplicity=4 total_charge=+2
Co -0.62123 0.13489 -0.05193 0.7564 -0.0770 -0.6582
O -1.78297 -0.48415 1.55353 0.3361 -0.0585 -0.1268
C -2.72785 -0.93546 2.16614 0.0523 0.8783 0.7180
O -2.62024 -1.12602 3.48185 0.3300 -0.0102 -0.8584
C -3.83668 -1.61334 4.04472 -1.0121 -0.4515 0.3329
C -4.87890 -1.54134 2.94190 -0.9854 0.8676 -0.9326
C -4.10423 -1.24751 1.65290 0.5471 -0.9536 0.1555
H -4.15432 -0.94969 4.84742 0.4533 -0.1535 0.1716
H -3.70684 -2.62964 4.41863 0.3006 0.1647 0.0260
H -5.51702 -0.67325 3.12272 -0.0498 -0.1243 0.0798
H -5.55854 -2.38279 2.83254 0.2742 -0.1992 0.2544
H -4.50507 -0.46602 1.01395 0.0517 0.2296 0.1932
H -3.96691 -2.12158 1.00489 -0.1838 -0.0713 0.0936
O 0.65606 0.40883 -1.83635 0.0956 -0.4387 0.4571
C 1.22085 0.70927 -2.85885 -1.2918 0.0072 -0.7408
O 1.63549 -0.19687 -3.74288 0.0244 -0.1419 0.3568
C 2.00337 0.44530 -4.97609 0.3820 0.6444 -0.8220
C 2.25539 1.91636 -4.61140 0.2104 -0.4898 -0.2080
C 1.33249 2.08924 -3.41395 0.9886 0.7924 -0.1332
H 1.20425 0.37865 -5.71856 -0.3160 -0.2187 0.3919
H 2.85223 -0.06313 -5.42606 0.1368 -0.0670 0.3705
H 2.05395 2.56968 -5.45636 -0.0675 0.0552 0.0826
H 3.29387 2.05928 -4.31305 -0.0062 -0.0069 -0.0078
H 0.35902 2.48461 -3.70453 -0.1460 -0.1937 0.1605
H 1.77134 2.74514 -2.66389 -0.2693 0.0669 0.0927
O -0.23210 2.12831 0.21998 -0.8204 0.0268 0.0766
C 0.21357 3.23111 0.44319 0.7849 -0.0452 -0.2237
O 1.28723 3.65158 -0.21898 -0.0731 0.0079 0.2417
C 1.78494 4.89049 0.35586 0.1922 0.7211 -0.8512
C 1.00896 5.09248 1.63623 -0.1097 0.6389 1.1475
C -0.21563 4.22209 1.48112 -0.4363 -0.5455 -0.2306
H 1.60253 5.70453 -0.35286 -0.3534 -0.2226 -0.0537
H 2.87189 4.84969 0.39142 -0.0741 -0.4464 0.4915
H 0.70113 6.12853 1.77218 0.2416 0.0324 -0.0955
H 1.52986 4.81624 2.55419 0.3227 -0.0841 -0.2752
H -1.08412 4.78678 1.13410 -0.0061 -0.1386 -0.1436
H -0.52730 3.64988 2.35304 0.0486 0.2124 0.1463
O -0.50518 -1.82070 -0.71982 -0.9553 0.3137 0.3124
C -0.38142 -3.01247 -0.87529 1.1401 -0.4843 -0.8528
O 0.75637 -3.59911 -0.53009 -0.3447 -0.0071 0.2139
C 0.78404 -5.02473 -0.86448 0.2621 1.0675 -0.9349
C -0.51737 -5.28934 -1.62503 -1.2754 -0.8027 1.6443
C -1.30951 -3.98145 -1.57099 0.1106 0.4587 0.0137
H 0.92390 -5.53015 0.08379 -0.0620 -0.3426 -0.1628
H 1.63181 -5.13120 -1.53731 0.2233 -0.2307 0.3499
H -1.08512 -5.98416 -0.99913 0.0571 -0.2764 -0.3524
H -0.43117 -5.75989 -2.59673 0.2938 0.3184 -0.1491
H -2.22590 -4.00677 -0.97702 0.0228 -0.3295 0.0008
H -1.61737 -3.60415 -2.54530 0.2316 0.1972 -0.0035
O 1.21175 -0.14818 0.91827 -0.2145 -0.1294 -0.1118
C 2.19906 -0.33083 1.59492 -0.6827 0.7828 0.5141
O 3.16719 0.56080 1.60695 0.3874 0.4586 -0.1534
C 4.26543 0.13653 2.43321 0.6744 -0.4797 0.8919
C 3.73977 -1.02016 3.29396 -0.0402 -0.8264 -0.9458
C 2.46490 -1.43215 2.54374 -0.0828 -0.6906 0.5641
H 4.60559 0.91523 3.11244 -0.2462 0.4906 -0.4879
H 5.09799 -0.13873 1.78951 -0.0996 -0.0454 -0.1136
H 3.55242 -0.71538 4.31854 -0.1656 0.0496 -0.0329
H 4.40700 -1.87995 3.30856 0.2895 0.2584 0.1556
H 1.64912 -1.60115 3.24644 -0.2874 0.1809 -0.3323
H 2.51681 -2.33369 1.92244 0.3370 -0.0664 0.2568
C -2.67402 1.67624 -2.08335 -0.2783 -0.6334 -0.5786
O -2.34058 0.61696 -1.14403 -0.8047 0.3700 -0.3148
H -3.07576 1.20563 -2.98705 0.4464 0.0122 -0.0915
H -3.51017 2.28684 -1.74020 0.4906 0.2860 0.5028
H -1.75802 2.20631 -2.31165 -0.1206 0.2585 0.1281
H -3.14002 0.07765 -1.14200 0.3649 -0.3664 0.3903

18
Properties=species:S:1:pos:R:3:forces:R:3 method="wB97M-V/def2-TZVPD" e_above_lowest_kcal_mol=57.6 total_energy_ha=-476.04397 orbital_gap_ev=7.638 homo_energy_ev=-3.94 lumo_energy_ev=3.70 total_charge=-1
O 0.17708 -1.12744 0.65225 -0.7183 -3.2616 0.2707
C 0.50377 0.04047 0.74371 1.3424 2.2287 -2.2705
O -0.04698 0.91037 1.40418 0.5258 1.5221 0.5948
C 1.70752 0.44788 -0.40502 -3.1325 -1.0338 0.5725
C 1.27464 1.64619 -1.23591 -1.5368 -0.3052 1.5662
N 1.75276 -0.68231 -1.35058 -0.6150 -1.4433 -0.5359
H 2.60408 0.59597 0.17535 0.6471 -0.1747 -0.2345
H 0.41260 2.11353 -0.66122 1.3862 0.2735 -0.7519
H 2.11256 2.25659 -1.52179 0.0393 0.7031 -0.0493
H 0.84507 1.18358 -2.11076 -0.1452 0.2992 -0.5840
H 1.98179 -1.48957 -0.77597 0.0744 -0.1241 -0.1324
H 0.74569 -0.99736 -1.67832 2.4343 1.4194 1.1776
H -0.90478 -0.79284 2.57159 -2.0052 0.9506 1.1920
H -2.00487 -0.85159 1.75625 -1.0730 0.7205 1.0283
O -1.91263 -0.61822 2.71503 2.6995 -1.6726 -1.5944
H -3.36703 -0.23795 -0.38483 0.1057 4.7432 -4.0237
H -2.54561 -1.49385 -0.07380 -1.6876 1.6082 0.4590
O -3.33564 -0.90343 0.17985 1.6589 -6.4533 3.3153

62
Properties=species:S:1:pos:R:3:forces:R:3 method="wB97M-V/def2-TZVPD" e_above_lowest_kcal_mol=27.4 total_energy_ha=-1261.50045 orbital_gap_ev=9.345 homo_energy_ev=-8.92 lumo_energy_ev=0.42 smiles="CC1=CC[C@H](C(=O)N(C)CC[C@H](C)NC(=O)c2cn(CCN(C)C)nn2)CC1"
C -5.14325 5.02149 2.00120 0.0010 0.0004 0.0007
C -4.92763 3.56387 1.72025 -0.0005 -0.0002 0.0004
C -5.41677 2.96774 0.63729 -0.0019 -0.0008 -0.0012
C -5.19498 1.52023 0.29715 0.0012 0.0019 -0.0027
C -4.04023 0.92063 1.10715 -0.0005 -0.0013 0.0014
C -4.02940 -0.59168 0.93433 -0.0031 0.0005 0.0067
O -4.72364 -1.29663 1.65244 0.0003 0.0003 -0.0015
N -3.24935 -1.12925 -0.04288 0.0077 -0.0164 -0.0127
C -3.29838 -2.57291 -0.23726 -0.0002 0.0021 -0.0006
C -2.50767 -0.36503 -1.03317 -0.0061 0.0269 0.0152
C -0.98003 -0.25524 -0.79314 0.0053 -0.0244 -0.0138
C -0.44086 -0.96524 0.45737 -0.0010 0.0112 0.0054
C -0.52089 -0.10724 1.70824 0.0002 -0.0012 0.0014
N 0.94896 -1.35512 0.24094 0.0020 -0.0065 0.0036
C 1.23795 -2.43524 -0.53762 -0.0037 0.0115 -0.0080
O 0.37644 -3.06370 -1.12223 0.0009 -0.0037 0.0036
C 2.68580 -2.75249 -0.64671 0.0051 -0.0022 0.0078
C 3.77387 -1.92108 -0.54104 0.0000 -0.0019 -0.0052
N 4.82801 -2.72803 -0.75564 -0.0011 -0.0029 0.0034
C 6.24119 -2.40560 -0.83596 -0.0009 0.0015 0.0023
C 6.55856 -1.55030 -2.05329 0.0002 0.0013 -0.0008
N 6.02445 -0.20192 -1.93884 0.0013 -0.0010 -0.0009
C 5.85130 0.41050 -3.24579 0.0007 0.0000 0.0002
C 6.85741 0.63459 -1.09175 -0.0003 0.0002 -0.0003
N 4.41997 -3.98676 -0.98111 -0.0073 0.0021 -0.0008
N 3.13279 -4.00652 -0.92097 0.0052 0.0010 -0.0024
C -4.21761 1.29495 2.57571 0.0014 -0.0006 -0.0004
C -4.12075 2.80614 2.74359 -0.0009 0.0002 0.0010
H -4.18656 5.53905 2.11474 0.0000 -0.0001 -0.0002
H -5.70239 5.50685 1.20199 -0.0001 -0.0001 0.0000
H -5.68915 5.15938 2.93815 -0.0002 0.0000 -0.0004
H -6.01318 3.54922 -0.05973 0.0003 0.0006 0.0004
H -6.10162 0.93894 0.49730 -0.0005 0.0005 0.0010
H -5.00384 1.42136 -0.77572 -0.0007 -0.0002 0.0009
H -3.10293 1.36160 0.75517 0.0002 -0.0001 0.0001
H -3.38008 -3.06976 0.72604 -0.0002 0.0005 -0.0004
H -4.16391 -2.85848 -0.84120 -0.0009 -0.0011 0.0007
H -2.38778 -2.89691 -0.74037 -0.0001 -0.0004 -0.0005
H -2.67725 -0.85126 -1.99540 -0.0005 0.0005 -0.0011
H -2.94414 0.62600 -1.12148 0.0006 -0.0026 0.0002
H -0.46847 -0.67888 -1.65575 0.0004 0.0001 -0.0007
H -0.69021 0.79847 -0.73985 -0.0002 -0.0001 -0.0005
H -1.00552 -1.88300 0.61931 0.0002 0.0023 0.0008
H -1.55291 0.17021 1.91425 -0.0007 0.0003 0.0006
H -0.14142 -0.64564 2.57849 -0.0002 0.0005 0.0000
H 0.05646 0.81333 1.58379 0.0000 0.0001 -0.0003
H 1.65500 -1.00610 0.86632 0.0003 0.0005 -0.0007
H 3.88832 -0.86232 -0.39384 -0.0013 -0.0003 -0.0007
H 6.54503 -1.91447 0.08852 0.0003 -0.0006 0.0001
H 6.75757 -3.36139 -0.89790 -0.0009 -0.0002 -0.0002
H 7.65025 -1.54304 -2.20765 -0.0002 0.0001 -0.0003
H 6.11255 -2.03063 -2.92586 -0.0001 0.0001 0.0001
H 5.41543 1.40273 -3.12963 -0.0002 0.0001 0.0000
H 6.80323 0.51722 -3.79018 -0.0001 0.0001 0.0000
H 5.17335 -0.19171 -3.85001 -0.0001 0.0001 0.0003
H 6.39873 1.61697 -0.98110 0.0001 0.0001 0.0001
H 6.95788 0.20123 -0.09659 0.0000 0.0002 0.0000
H 7.86883 0.77018 -1.50821 -0.0002 0.0000 0.0002
H -5.19166 0.93340 2.90859 -0.0004 0.0009 -0.0001
H -3.47272 0.79058 3.19500 0.0003 0.0003 -0.0008
H -3.07470 3.13286 2.68037 0.0000 0.0005 -0.0001
H -4.45743 3.09380 3.74417 0.0000 -0.0006 -0.0001